Record 1
{"formula": "C9H15P", "method": "ωB97M-V with the def2-TZVPD basis set", "smiles": "CC(C)=C=P(C)=C=C(C)C", "homo_lumo_gap_ev": [7.072, 7.178], "energy_ev": -18858.23604, "homo_ha": [-0.266, -0.269], "spin_multiplicity": 1, "de_lowest_kcal_mol": 107.5, "species": ["H", "C", "C", "H", "H", "H", "P", "H", "H", "H", "H", "C", "C", "C", "C", "H", "H", "H", "H", "H", "H", "C", "H", "C", "C"], "coordinates": [[2.2722, 0.4985, -1.9484], [-3.4659, -1.0820, 0.9230], [2.8452, -0.3651, -1.3475], [3.5106, -0.9712, 1.8611], [-3.4375, -0.9828, 2.0121], [-0.0667, 2.4348, 2.0640], [-0.0136, 0.8651, 0.0977], [2.6221, -1.3102, -1.6653], [-3.5781, -1.0363, -1.5970], [-4.5495, -0.9586, 0.7462], [-3.5344, 0.7031, -1.2782], [2.5094, -0.3788, 0.0904], [0.0652, 2.4934, 0.9090], [-2.4757, -0.4116, -0.0108], [1.4566, 0.1752, 0.6640], [-0.8475, 3.0111, 0.7570], [3.5556, -2.0495, 0.6804], [3.9749, -0.2316, -1.6102], [4.6377, -0.8657, 0.4996], [0.9644, 2.8750, 0.7312], [-2.0589, 0.0243, -1.9386], [3.6187, -1.0079, 0.8221], [-3.4986, -2.2673, 0.7270], [-1.3919, -0.0319, 0.5736], [-3.0189, -0.1391, -1.4002]], "atomic_forces_ev_per_a": [[1.06, -2.25, 1.21], [-1.92, -3.76, -0.22], [0.82, 4.36, -2.13], [0.07, 0.68, 1.73], [0.97, 0.28, -0.29], [0.74, -0.57, -1.69], [0.77, -0.12, 0.72], [-0.83, -2.45, -1.60], [-0.37, 0.01, -1.06], [0.36, 0.87, -0.62], [-2.54, 3.33, -0.17], [0.83, 1.62, 0.32], [-4.25, -2.57, 3.83], [-2.57, -0.36, 1.46], [0.21, -0.65, -0.60], [-0.41, 1.22, -1.20], [-0.40, -1.80, -0.54], [-1.89, -0.05, 0.87], [0.22, 1.02, -0.16], [3.40, 2.22, -1.11], [-1.19, -0.17, -0.63], [0.21, -0.88, 0.43], [0.66, 2.22, 0.41], [1.64, 1.02, 0.00], [4.44, -3.25, 1.02]], "lowdin_charge": [0.116, -0.110, -0.101, 0.062, 0.066, 0.090, 0.881, 0.039, 0.078, 0.065, 0.036, -0.473, -0.266, -0.467, -0.164, 0.019, 0.072, 0.110, 0.081, -0.022, 0.086, -0.090, 0.121, -0.191, -0.038]}

Record 2
{"formula": "C2H3F3S", "method": "ωB97M-V with the def2-TZVPD basis set", "smiles": "CSC(F)(F)F", "homo_lumo_gap_ev": 10.223, "energy_ev": -21110.18891, "homo_ha": -0.350, "spin_multiplicity": 1, "de_lowest_kcal_mol": 15.2, "species": ["H", "H", "C", "S", "F", "H", "C", "F", "F"], "coordinates": [[0.9409, -1.8575, 0.1224], [-0.5178, -2.1772, -0.8539], [-0.1512, 1.3578, 0.4479], [-0.9273, -0.4668, 0.7338], [-1.0899, 2.2602, 0.6601], [0.4748, -0.7546, -1.2049], [0.1142, -1.4084, -0.4174], [0.8460, 1.5566, 1.2976], [0.3104, 1.4899, -0.7855]], "atomic_forces_ev_per_a": [[0.10, -0.05, -0.09], [0.02, -0.04, -0.02], [-0.95, -2.74, 0.50], [0.78, 2.24, -0.55], [-0.18, 0.18, 0.10], [0.00, -0.06, -0.05], [-0.09, 0.15, 0.29], [0.22, 0.21, 0.10], [0.11, 0.11, -0.27]], "lowdin_charge": [0.030, 0.029, -0.840, 0.845, 0.112, 0.030, -0.415, 0.105, 0.104]}

Record 3
{"formula": "C4H5NO", "method": "ωB97M-V with the def2-TZVPD basis set", "smiles": "N#C[C@@H]1C[C@@H]1O", "homo_lumo_gap_ev": 10.172, "energy_ev": -7763.05539, "homo_ha": -0.349, "spin_multiplicity": 1, "de_lowest_kcal_mol": 80.0, "species": ["O", "C", "H", "C", "H", "C", "N", "H", "C", "H", "H"], "coordinates": [[0.7158, -1.5414, 0.5503], [-0.5852, -0.1222, -0.9549], [0.2571, -1.2699, 1.3579], [-0.1090, 1.0176, 1.3556], [1.5340, -0.6895, -1.0927], [0.3491, 0.8781, 0.0034], [-0.4755, 1.1360, 2.4510], [-1.5188, -0.4426, -0.5290], [0.7111, -0.5379, -0.4050], [-0.5826, 0.1553, -2.0137], [-0.2960, 1.4165, -0.7230]], "atomic_forces_ev_per_a": [[0.23, 0.17, 0.29], [-0.24, -1.21, -0.07], [0.02, 0.08, -0.07], [-0.72, 0.11, 0.77], [0.02, 0.09, 0.05], [-1.07, -0.13, -0.11], [0.49, -0.18, -1.01], [-0.04, -0.45, 0.05], [-0.14, -0.26, -0.57], [-0.19, 0.19, 0.50], [1.65, 1.59, 0.18]], "lowdin_charge": [0.013, -0.025, 0.093, -0.245, 0.148, -0.131, 0.148, 0.122, -0.368, 0.120, 0.126]}

Record 4
{"formula": "C17H21BCoN6", "method": "ωB97M-V with the def2-TZVPD basis set", "s_squared": 3.867, "charge": 2, "homo_lumo_gap_ev": [4.687, 2.850], "energy_ev": -65193.88589, "homo_ha": [-0.504, -0.503], "spin_multiplicity": 4, "species": ["Co", "H", "H", "C", "H", "H", "H", "C", "H", "C", "N", "H", "H", "N", "H", "C", "C", "C", "C", "N", "N", "C", "C", "C", "C", "H", "C", "H", "H", "B", "N", "H", "N", "C", "H", "H", "H", "C", "H", "C", "H", "H", "C", "H", "H", "C"], "coordinates": [[0.4297, -1.1362, 0.7110], [-1.1662, 2.2574, 2.0033], [-1.5764, -0.7646, 1.2830], [-1.1107, 1.4381, 5.3358], [-1.8819, -2.4838, 1.5458], [3.5522, -1.5329, 0.5177], [-1.4084, 4.8403, -3.0763], [-0.8648, 1.7968, 2.9494], [-1.3098, -1.4378, 2.8860], [-1.5143, 2.0760, 4.1524], [1.6721, 0.1527, -1.5431], [-1.8932, 4.2586, -0.4718], [-1.5849, -1.0212, -3.7847], [-0.9283, 2.4038, -0.9082], [-0.1129, -2.0905, 1.6651], [-1.1390, -2.7992, -1.0481], [0.8641, 0.5435, 1.6608], [-1.3934, 3.6270, -1.1991], [0.6275, 0.2659, 4.1271], [1.8309, -0.6878, -0.4387], [-0.3552, 1.8954, -2.0587], [2.8889, 0.3877, -2.0786], [-1.7425, -2.7046, -2.3043], [0.2014, 0.8840, 2.9378], [3.1715, -0.9269, -0.2931], [4.9101, -0.2969, -1.5044], [-1.1303, 3.9424, -2.5581], [0.2900, 0.0476, 6.2449], [-2.3442, -3.4628, -2.7762], [0.2833, 0.4425, -2.2109], [-0.4529, -1.6421, -0.8028], [-1.1851, -3.5925, -0.3112], [-0.6107, -0.8142, -1.9200], [-0.4503, 2.8313, -3.0583], [-2.3352, 2.7970, 4.1688], [-1.6269, 1.6536, 6.2739], [0.5110, 0.3574, -3.4123], [-1.3822, -1.4639, -2.8207], [-0.0337, 2.6472, -4.0402], [-0.0370, 0.5365, 5.3237], [1.9516, 0.4757, 1.7977], [2.9758, 0.9679, -2.9834], [-1.2109, -1.6640, 1.8206], [1.4651, -0.4348, 4.0905], [0.6092, 1.2885, 0.8872], [3.8544, -0.2730, -1.3212]], "atomic_forces_ev_per_a": [[1.58, 2.72, -2.80], [0.03, -0.06, 0.32], [0.47, -0.23, -0.10], [-0.24, 0.24, 0.32], [0.33, 0.11, 0.02], [-0.04, 0.02, -0.11], [0.09, 0.06, -0.12], [-1.66, 0.93, 0.89], [0.25, -0.25, -0.15], [0.05, 0.44, -1.63], [0.36, -0.82, 1.03], [0.12, -0.34, -0.02], [-0.05, 0.04, 0.12], [0.14, -0.26, 0.12], [-2.22, -1.61, 2.37], [-0.31, 1.12, -0.89], [0.33, 1.87, 1.83], [0.67, -0.87, -1.04], [-0.26, -0.27, 2.16], [1.99, 1.14, -1.08], [0.07, -0.24, 0.68], [-0.68, -0.63, 0.88], [0.23, -0.43, 0.68], [0.87, -0.99, -1.86], [-0.75, 0.91, -0.78], [0.16, -0.01, -0.02], [0.50, -1.01, 0.31], [-0.17, 0.21, -0.30], [0.01, 0.05, -0.05], [-0.31, 1.34, -1.69], [-1.88, -0.57, -2.37], [0.07, 0.08, -0.24], [-0.02, -1.10, 0.66], [-0.55, 0.30, 0.67], [0.28, -0.27, 0.03], [0.13, -0.07, -0.28], [-0.10, 0.17, 0.54], [0.73, 0.24, 1.04], [-0.15, -0.02, 0.15], [1.50, -1.02, -0.77], [-0.21, -0.22, -0.05], [0.00, 0.02, 0.05], [-0.68, -0.38, 1.11], [-0.25, 0.23, 0.14], [-0.06, -0.39, -0.16], [-0.36, -0.20, 0.39]], "lowdin_charge": [0.724, 0.129, 0.102, 0.053, 0.086, 0.127, 0.097, 0.037, 0.079, 0.021, 0.030, 0.102, 0.152, 0.008, 0.052, -0.066, -0.050, -0.153, 0.013, -0.091, -0.071, 0.005, 0.006, -0.235, -0.064, 0.117, -0.051, 0.139, 0.122, -0.446, -0.091, 0.126, 0.039, -0.079, 0.140, 0.148, 0.126, 0.011, 0.119, 0.012, 0.107, 0.149, -0.010, 0.142, 0.087, 0.000]}